(1)
Computed, not measured: a cluster of 2 separate species, C6H12O2 in total, with ωB97M-V/def2-TZVPD.

Structure (XYZ):
```
20
Properties=species:S:1:pos:R:3:forces:R:3
C 0.3892 -2.3991 -1.2370 0.190 -1.515 -0.261
C 0.1767 -1.5381 -0.0314 0.789 0.336 -0.726
C 0.5682 -2.1190 1.2946 -0.523 0.571 0.412
C -0.0853 -0.2403 -0.2234 0.266 -0.212 0.935
C -0.0159 0.7566 0.8457 -1.354 0.832 -0.029
C 0.1922 2.0454 0.5826 1.599 0.646 -0.256
O 0.3978 3.0955 1.4426 -0.749 -0.167 0.261
H 0.6165 -1.8614 -2.1475 -0.487 0.372 -0.185
H 1.2249 -3.1163 -1.1840 0.213 0.494 0.680
H -0.4099 -3.1299 -1.3953 -0.451 0.384 -0.177
H 0.4265 -3.1947 1.3211 0.315 -0.123 -0.021
H -0.0210 -1.7027 2.1117 -0.250 -0.016 -0.020
H 1.5828 -1.8075 1.5530 0.216 -0.452 -0.206
H -0.2604 0.1481 -1.2108 0.077 -0.028 -0.389
H -0.3660 0.5494 1.8487 0.346 -0.480 0.247
H 0.5465 2.4162 -0.3760 -0.268 -0.462 -0.265
H -0.0633 2.9735 2.2814 0.105 -0.183 -0.004
O -1.7600 3.1786 -2.1644 -0.294 -0.116 -0.160
H -0.9251 3.3766 -1.7404 0.125 0.034 0.171
H -2.2144 2.5690 -1.5715 0.135 0.087 -0.008
```
Forces are in eV/Å.

Relative energy (zero: lowest compared OMol25 entry of this formula, charge and spin)   2.244 eV
Net charge   0
Orbital gap   8.89 eV
LUMO energy   0.73 eV
SMILES   CC(C)=C/C=C/O.O
Electronic energy   -10510.0626 eV



(2)
Computed, not measured: a structure of composition C12H18Cl2N2Pr, with ωB97M-V/def2-TZVPD.

Structure (XYZ):
```
35
Properties=species:S:1:pos:R:3:forces:R:3
Pr 1.9715 -0.1748 -0.1657 0.961 -0.803 0.978
Cl 1.1653 -2.7609 -0.4779 -0.175 -0.543 -0.163
Cl 1.3441 2.3740 0.4204 0.130 0.689 0.354
C 4.1448 -0.5915 -0.0423 0.226 1.193 -2.134
H 4.7954 0.3282 -0.2796 -0.544 -0.519 0.852
H 4.4898 -1.2196 -0.9410 -0.449 -0.160 1.036
C -0.9805 1.6119 -1.9429 -2.322 2.091 -0.145
C 0.0986 0.9236 -2.1240 1.996 -1.345 -0.632
H -0.9454 2.5229 -1.3224 0.091 -0.249 -0.642
C 0.0380 -0.4799 -2.6598 -0.953 -0.129 -0.771
H 1.0760 1.3696 -1.8838 -0.617 -0.018 0.082
C -0.9582 -0.5740 -3.8355 0.167 0.070 -0.311
H 1.0050 -0.8899 -2.9575 0.024 0.013 0.059
H -0.3923 -1.1399 -1.8863 0.493 0.152 -0.126
C -2.3293 0.0001 -3.4637 -0.152 -0.206 0.391
H -0.5807 -0.0808 -4.7397 0.177 0.171 0.263
H -1.0667 -1.6255 -4.1207 -0.092 0.058 0.072
C -2.3327 1.2472 -2.5611 -0.189 0.277 1.006
H -2.9260 0.1997 -4.3584 0.107 -0.111 0.026
H -2.8653 -0.7526 -2.8877 -0.050 -0.310 -0.183
H -2.8226 2.1048 -3.0940 0.795 -0.421 0.546
H -2.9943 1.0461 -1.6848 0.136 0.148 -0.619
N 0.3240 -2.4824 2.5579 0.068 -0.228 -0.179
C -0.2811 -1.3183 2.8855 0.098 0.565 0.142
C -0.7878 -1.1369 4.2100 0.053 0.089 -0.352
C -1.4031 0.0558 4.5424 0.263 -0.217 -0.504
C -1.5620 1.0182 3.5334 0.061 -0.165 -0.522
C -1.0394 0.7567 2.2591 0.264 0.052 0.575
N -0.3167 -0.3384 1.9440 -0.694 -0.352 0.753
H 0.5879 -2.6903 1.5810 -0.152 0.167 0.511
H 0.3067 -3.2327 3.2309 0.075 0.166 -0.228
H -0.6418 -1.9529 4.9197 -0.114 0.304 -0.082
H -1.7536 0.2427 5.5589 0.061 -0.083 -0.288
H -2.0625 1.9618 3.7260 0.049 -0.152 -0.065
H -1.1536 1.4910 1.4570 0.209 -0.193 0.301
```
Forces are in eV/Å.

Relative energy (zero: lowest compared OMol25 entry of this formula, charge and spin)   1.616 eV
Net charge   -1
<S²>   2.027
Spin multiplicity   3
Orbital gap (spin up / spin down)   5.05 / 5.02 eV
LUMO energy (spin up / spin down)   2.82 / 2.83 eV
Electronic energy   -54831.0331 eV



(3)
Computed, not measured: a structure of composition C16H14BCeF5N6, with ωB97M-V/def2-TZVPD.

Structure (XYZ):
```
43
Properties=species:S:1:pos:R:3:forces:R:3
H 1.9071 -2.4570 -1.7580 0.271 -0.409 0.041
N 0.7421 -0.7833 -2.3135 0.393 -0.207 -1.146
B -0.4613 1.0501 -3.4055 0.560 0.712 0.592
N 0.4992 -0.1487 -3.5262 -0.144 -0.939 1.012
C 1.1352 -0.7983 -4.5099 -0.412 0.057 1.045
Ce -0.0279 -0.6548 -0.2051 -0.286 0.715 0.316
H 1.0271 -0.4898 -5.5429 0.095 0.002 0.181
C 1.8272 -1.8683 -3.9444 0.151 -0.449 0.890
H 2.3954 -2.6142 -4.4586 0.260 -0.077 -0.161
C 1.5801 -1.8302 -2.5666 -0.594 0.794 -1.619
H -0.6723 1.6108 -4.4743 0.070 -0.466 0.753
C -0.3265 1.7289 2.8978 0.730 -0.311 0.137
H -0.8741 1.3919 3.7868 -0.217 0.097 -0.536
H -0.5577 1.0603 2.0109 0.158 0.425 0.721
H -0.5606 2.7630 2.6276 -0.111 -0.316 0.071
N 0.2422 2.0122 -2.3805 -0.141 -0.283 0.116
N -1.7632 0.6242 -2.6880 -0.730 -0.367 0.303
N 0.5246 1.7300 -1.0409 -0.249 0.206 -0.783
N -1.8293 0.0680 -1.4133 -0.375 0.273 -0.474
C 0.5689 3.2703 -2.6930 -0.063 -0.729 0.603
C -3.0053 0.8765 -3.1262 1.184 -0.461 0.226
H 0.3284 3.5929 -3.7044 0.367 0.264 0.424
H -3.1124 1.3367 -4.0960 -0.258 -0.073 0.021
C 1.1122 3.8636 -1.5628 -0.124 -0.170 0.317
C -3.9092 0.4524 -2.1767 -0.655 -0.317 1.062
C 1.0424 2.8904 -0.5488 -0.075 0.329 -0.964
C -3.1603 -0.0030 -1.0860 -0.011 0.285 -1.264
H 1.4813 4.8735 -1.5260 0.023 -0.011 0.323
H -4.9859 0.4448 -2.2827 0.175 0.168 0.205
H 1.3174 3.0190 0.4916 0.025 -0.258 -0.164
H -3.5153 -0.3382 -0.1112 0.215 -0.086 -0.355
H 0.7408 1.6678 3.2044 -0.557 -0.053 -0.586
F -1.7282 -3.3807 -0.5717 0.505 0.014 1.046
C -1.2692 -3.6248 0.7128 -0.293 -0.794 0.137
C -0.4288 -2.6789 1.3022 -0.235 0.687 -0.950
C 0.0337 -2.9061 2.5995 0.163 -0.054 0.595
F 0.8162 -1.9464 3.1861 -0.636 -0.895 -0.519
C -0.2994 -4.0836 3.3015 0.501 0.238 0.551
F 0.1769 -4.3490 4.5441 -0.613 0.524 -1.653
C -1.1345 -5.0245 2.6747 -0.135 -0.922 0.508
F -1.4371 -6.1713 3.3237 0.382 1.596 -0.889
C -1.6349 -4.8168 1.3802 -0.236 -0.150 -0.741
F -2.3994 -5.7810 0.8070 0.922 1.408 0.608
```
Forces are in eV/Å.

Net charge   +2
Orbital gap (spin up / spin down)   5.30 / 5.32 eV
LUMO energy (spin up / spin down)   -10.08 / -10.06 eV
Electronic energy   -52934.6879 eV